No. 1
Density functional theory data (the ωB97M-V functional and the def2-TZVPD basis) for the molecule C22H19N3O3 at a distorted geometry.

```
47
Properties=species:S:1:pos:R:3:mulliken_charge:R:1
O -1.134 -1.388 6.214 -0.62
O -0.010 1.394 0.804 -0.68
N -2.388 -0.216 2.631 -1.08
O 0.534 -2.608 5.233 -0.39
C -0.610 -1.812 5.190 -0.07
C -0.503 0.515 0.010 0.34
C -2.284 -0.640 3.857 -0.47
C -1.108 -1.388 3.929 0.57
C -0.310 -1.311 2.861 0.50
C -1.782 4.492 -4.565 -0.62
C -1.864 3.497 -5.565 -0.19
C 2.564 -2.957 4.414 -0.31
C 3.524 -2.956 3.381 -0.72
C 1.998 -1.806 1.959 -0.51
C -1.308 4.111 -3.322 -0.60
C -1.556 2.196 -5.407 -1.01
C 1.384 -2.417 4.241 -0.30
C 1.046 -1.866 2.964 0.86
C 3.271 -2.273 2.172 0.76
C -1.041 2.752 -3.090 0.48
C -1.151 1.802 -4.115 0.96
N -1.231 -0.679 2.048 1.06
N -0.783 0.955 -1.320 0.27
C 4.230 -2.209 1.038 -1.53
C -1.182 -0.667 0.603 -0.90
C -0.745 2.415 -1.605 -0.75
C -0.935 0.343 -3.854 -1.14
C -1.147 -0.019 -2.387 -0.63
H -3.125 -0.617 4.559 0.46
H -1.926 5.616 -4.671 0.29
H -2.218 3.906 -6.609 0.20
H 2.869 -3.359 5.388 0.40
H 4.581 -3.238 3.594 0.26
H 1.857 -1.183 1.062 0.26
H -1.203 4.776 -2.454 0.39
H -1.621 1.456 -6.205 0.41
H 4.275 -1.191 0.523 0.31
H 3.983 -2.897 0.194 0.29
H 5.225 -2.452 1.354 0.39
H -0.651 -1.570 0.110 0.35
H -2.252 -0.614 0.284 0.41
H 0.227 2.782 -1.211 0.43
H -1.516 2.863 -1.022 0.43
H 0.055 0.102 -4.240 0.42
H -1.628 -0.239 -4.487 0.40
H -0.339 -0.810 -2.306 0.32
H -2.070 -0.594 -2.180 0.30
```

As for the HOMO-LUMO gap: 8.8810 eV. As for the total charge: 0. As for the SMILES: Cc1ccc2oc(=O)c3cnn(CC(=O)N4CCc5ccccc5C4)c3c2c1. The LUMO energy is 0.007 hartree.

No. 2
Density functional theory data (the ωB97M-V functional and the def2-TZVPD basis) for a structure of composition C9H12O2 at a distorted geometry.

```
23
Properties=species:S:1:pos:R:3:mulliken_charge:R:1
C -3.186 -2.790 -1.144 -1.24
C -2.415 -1.576 -0.790 -0.45
C -1.037 -1.864 -0.499 0.48
C -0.152 -0.664 -0.206 0.14
C 1.125 -0.716 0.063 0.21
C 2.132 0.097 0.527 -0.38
C 2.259 1.594 0.664 -0.51
C 1.163 2.477 0.726 0.96
C 1.425 3.839 1.159 -1.37
H -2.883 -3.168 -1.982 0.43
H -4.198 -2.562 -1.511 0.37
H -3.149 -3.838 -0.239 0.21
H -2.692 -0.779 -1.501 0.34
H -2.892 -0.766 0.248 0.27
H -0.715 0.492 0.057 0.11
H 1.711 -1.820 -0.031 0.07
H 3.149 -0.580 0.659 0.18
H 3.103 2.127 1.089 0.27
H 1.298 3.902 2.400 0.24
H 0.888 4.478 0.564 0.40
H 2.397 4.047 1.066 0.47
O -0.485 -2.861 -0.721 -0.49
O -0.002 2.372 0.244 -0.68
```

As for the HOMO-LUMO gap: 7.6873 eV. As for the total charge: 0. The LUMO energy is -0.051 hartree.

No. 3
Density functional theory data (the ωB97M-V functional and the def2-TZVPD basis) for a structure of composition C18H40P2PdSi at a distorted geometry.

```
62
Properties=species:S:1:pos:R:3:mulliken_charge:R:1
P 0.455 -2.864 0.815 1.75
P -0.084 2.638 0.981 0.51
C 0.271 -1.079 0.025 -1.98
C 0.532 0.408 0.030 -0.48
H -0.624 -1.250 -0.614 0.69
H 1.136 -1.294 -0.577 0.21
H 1.537 0.827 0.271 0.43
H 0.143 0.819 -0.849 0.24
C -1.579 3.166 0.118 -1.34
H -2.201 3.683 0.860 0.36
H -2.150 2.283 -0.222 0.37
H -1.339 3.803 -0.734 0.38
C 1.319 3.530 0.233 -1.39
H 1.128 3.800 -0.802 0.36
H 2.249 2.933 0.313 0.35
H 1.474 4.451 0.819 0.40
C -0.878 -3.893 0.181 -1.69
H -1.120 -4.624 0.939 0.51
H -0.605 -4.426 -0.717 0.41
H -1.794 -3.321 0.005 0.40
C 2.046 -3.420 0.248 -1.51
H 2.761 -2.570 0.208 0.38
H 2.007 -3.928 -0.726 0.43
H 2.432 -4.128 1.011 0.47
Pd -1.221 0.266 0.750 -0.14
C 0.407 1.291 -2.837 0.15
C -0.951 1.269 -2.668 -0.01
C -1.856 0.446 -3.536 -1.14
C -1.442 -1.032 -3.759 -0.94
C -0.608 -1.622 -2.659 0.39
C 0.763 -1.605 -2.644 0.03
C 1.601 -0.864 -3.638 -1.12
C 1.186 0.615 -3.926 -0.95
C 0.374 -2.800 2.543 -1.16
H 1.042 1.981 -2.264 0.03
H -1.430 2.099 -2.121 0.40
H -1.991 0.921 -4.535 0.31
H -2.839 0.445 -3.047 0.35
H -2.380 -1.613 -3.814 0.46
H -0.943 -1.112 -4.742 0.33
H -1.143 -2.380 -2.056 0.11
H 1.313 -2.437 -2.168 0.29
H 1.692 -1.399 -4.606 0.30
H 2.626 -0.826 -3.246 0.36
H 2.128 1.180 -4.095 0.45
H 0.660 0.634 -4.899 0.30
H 1.187 -2.136 2.924 0.28
H 0.556 -3.840 2.911 0.48
H -0.573 -2.331 2.884 0.17
C 1.181 0.776 4.287 -1.18
Si -0.397 1.307 3.326 0.67
C -1.841 0.485 4.244 -1.19
C -0.550 3.181 3.636 -1.25
H 1.133 -0.274 4.621 0.30
H 1.302 1.402 5.190 0.40
H 2.089 0.891 3.676 0.29
H -2.062 1.023 5.180 0.39
H -2.751 0.483 3.624 0.25
H -1.631 -0.561 4.515 0.30
H -0.656 3.296 4.734 0.42
H 0.351 3.716 3.287 0.29
H -1.444 3.584 3.116 0.30
```

As for the HOMO-LUMO gap (spin up / spin down): 3.6210 / 5.7633 eV. As for the spin multiplicity: 3. As for the total charge: 0. As for the expectation value of S²: 2.0090. The LUMO energy (spin up / spin down) is 0.006 / 0.002 hartree.